No. 1
Below is a structure of composition C34H29I2N9O6P2S2Ti at a distorted geometry, with properties calculated with ωB97M-V/def2-TZVPD.

Maximum force: 1.48 eV Å⁻¹
Spin multiplicity: 3
HOMO (alpha / beta): -2.8 / -2.9 eV
<S²>: 2.01
LUMO energy (alpha / beta): 3.91 / 3.39 eV
Kohn-Sham gap (alpha / beta): 0.248 / 0.231 Eh
Total charge: -2

Element x y z (Å)
Ti  -2.830  1.289  0.061
I  -3.136  1.389  2.873
C  -5.537  0.546  0.482
I  -6.767  -0.078  -1.060
H  -5.769  1.544  0.827
H  -5.378  -0.235  1.210
N  -3.466  -1.284  -2.274
C  -2.870  -0.134  -2.752
N  -2.611  0.064  -4.019
N  -1.982  1.280  -4.025
N  -1.878  1.745  -2.843
N  -2.457  0.860  -1.968
C  -3.286  -1.680  -0.968
N  -3.361  -2.937  -0.594
N  -3.071  -2.886  0.740
N  -2.852  -1.685  1.120
N  -2.993  -0.849  0.029
H  -3.554  -2.033  -2.938
O  -4.840  2.800  -2.229
S  -4.344  3.714  -1.240
O  -5.272  4.723  -0.817
O  -3.773  2.954  -0.040
C  -2.924  4.524  -1.975
C  -3.275  5.154  -3.162
C  -2.311  5.761  -3.948
C  -0.988  5.717  -3.564
C  -0.625  5.097  -2.378
C  -1.581  4.511  -1.559
S  -0.949  3.876  0.011
O  0.465  4.157  0.030
O  -1.736  4.521  1.016
O  -1.142  2.368  -0.024
H  -4.313  5.136  -3.474
H  -2.601  6.256  -4.868
H  -0.223  6.165  -4.189
H  0.406  5.061  -2.058
C  0.570  -1.552  2.124
P  0.012  -0.108  1.111
C  1.343  1.067  1.588
C  2.529  1.322  0.903
C  3.468  2.210  1.414
C  3.235  2.856  2.620
C  2.056  2.610  3.312
C  1.115  1.727  2.798
C  0.366  -0.658  -0.608
C  0.833  0.211  -1.593
C  0.851  -0.164  -2.932
C  0.348  -1.396  -3.320
C  -0.190  -2.244  -2.359
C  -0.178  -1.878  -1.020
P  2.342  -1.749  2.519
C  2.326  -3.430  3.309
C  3.556  -4.036  3.581
C  3.629  -5.269  4.212
C  2.465  -5.924  4.601
C  1.241  -5.331  4.356
C  1.173  -4.091  3.715
C  3.160  -2.187  0.927
C  4.253  -1.417  0.549
C  4.967  -1.714  -0.613
C  4.591  -2.794  -1.394
C  3.510  -3.583  -1.014
C  2.805  -3.280  0.142
H  0.108  -2.450  1.713
H  0.110  -1.369  3.101
H  2.741  0.815  -0.029
H  4.380  2.402  0.861
H  3.962  3.560  3.010
H  1.856  3.120  4.246
H  0.175  1.571  3.320
H  1.112  1.223  -1.332
H  1.215  0.535  -3.675
H  0.326  -1.669  -4.369
H  -0.652  -3.183  -2.647
H  -0.648  -2.538  -0.301
H  4.470  -3.532  3.282
H  4.596  -5.719  4.405
H  2.518  -6.888  5.094
H  0.326  -5.827  4.657
H  0.202  -3.649  3.537
H  4.533  -0.566  1.162
H  5.808  -1.095  -0.904
H  5.134  -3.023  -2.304
H  3.209  -4.425  -1.624
H  1.968  -3.903  0.436

Cartesian forces (eV/Å) of the 6 atoms listed first:
0.56 -0.54 0.92
0.01 -0.04 0.09
-0.86 -0.19 -0.02
0.26 0.09 0.05
0.22 0.06 -0.04
0.27 0.04 0.02

---

No. 2
Below is a structure of composition C34H30BiBrO6Sb2Se at a distorted geometry, with properties calculated with ωB97M-V/def2-TZVPD.

Maximum force: 1.38 eV Å⁻¹
HOMO: -8.7 eV
LUMO energy: -0.87 eV
Kohn-Sham gap: 0.287 Eh
Total charge: 0

Element x y z (Å)
Bi  -0.478  0.491  -0.605
C  -1.920  3.326  1.547
C  -0.655  3.953  2.151
C  0.507  4.114  1.160
Sb  1.485  2.319  0.483
C  2.633  3.290  -1.007
C  3.731  4.047  -0.609
C  4.434  4.788  -1.550
C  4.041  4.771  -2.882
C  2.952  4.006  -3.278
C  2.244  3.262  -2.343
C  2.946  2.092  1.992
C  2.940  2.904  3.122
C  3.909  2.733  4.104
C  4.874  1.745  3.964
C  4.881  0.931  2.836
C  3.918  1.099  1.849
Sb  -2.438  1.246  1.945
C  -3.675  1.638  3.643
C  -3.678  2.859  4.311
C  -4.479  3.040  5.433
C  -5.283  2.005  5.892
C  -5.284  0.784  5.230
C  -4.487  0.602  4.107
C  -0.703  0.732  3.154
C  0.118  -0.322  2.744
C  1.283  -0.649  3.432
C  1.640  0.077  4.558
C  0.808  1.095  5.013
C  -0.355  1.411  4.325
H  -1.899  3.397  0.460
H  -2.819  3.855  1.861
H  -0.306  3.390  3.020
H  -0.911  4.950  2.522
H  1.295  4.734  1.591
H  0.176  4.588  0.233
H  4.044  4.057  0.429
H  5.286  5.381  -1.242
H  4.587  5.355  -3.613
H  2.648  3.991  -4.317
H  1.395  2.670  -2.657
H  2.182  3.670  3.250
H  3.907  3.372  4.979
H  5.618  1.603  4.739
H  5.635  0.161  2.726
H  3.913  0.453  0.979
H  -3.059  3.679  3.968
H  -4.473  3.994  5.949
H  -5.912  2.152  6.761
H  -5.908  -0.028  5.586
H  -4.501  -0.353  3.593
H  -0.155  -0.935  1.891
H  1.903  -1.466  3.083
H  2.562  -0.150  5.081
H  1.069  1.647  5.909
H  -1.012  2.180  4.720
Br  0.883  -6.743  -3.276
C  1.237  -4.968  -2.732
C  0.596  -3.923  -3.376
C  0.819  -2.625  -2.939
C  1.675  -2.386  -1.868
C  2.329  -3.448  -1.250
C  2.119  -4.746  -1.683
C  1.773  -1.015  -1.278
O  2.245  -0.848  -0.156
O  1.200  -0.031  -1.945
H  -0.070  -4.123  -4.206
H  0.321  -1.791  -3.419
H  3.000  -3.241  -0.426
H  2.625  -5.578  -1.213
O  -0.855  2.377  -1.523
Se  -2.319  1.868  -2.351
O  -2.630  2.718  -3.668
O  -1.756  0.305  -2.576
O  -3.422  1.860  -1.166

Cartesian forces (eV/Å) of the 6 atoms listed first:
0.28 -0.67 -1.18
0.12 -0.13 -0.15
0.05 0.02 -0.05
-0.19 -0.19 0.12
0.33 1.13 0.42
-0.03 -0.17 -0.01

---

No. 3
Below is a structure of composition C34H30CaN6OPS, with properties calculated with ωB97M-V/def2-TZVPD.

Maximum force: 0.15 eV Å⁻¹
HOMO: -11.0 eV
LUMO energy: -2.70 eV
Kohn-Sham gap: 0.306 Eh
Total charge: +1

Element x y z (Å)
Ca  0.177  -1.017  0.026
C  1.974  0.491  -2.456
C  2.594  -0.863  -2.339
C  3.394  -1.386  -3.350
C  3.886  -2.668  -3.227
C  3.583  -3.400  -2.088
C  2.798  -2.808  -1.114
N  2.308  -1.567  -1.239
C  2.431  -3.536  0.133
C  3.164  -4.625  0.588
C  2.768  -5.254  1.753
C  1.661  -4.786  2.435
C  0.979  -3.688  1.924
N  1.366  -3.079  0.799
C  -0.196  -3.111  2.632
C  -0.978  -3.894  3.466
C  -2.032  -3.296  4.139
C  -2.256  -1.945  3.963
C  -1.444  -1.230  3.090
C  -1.651  0.235  2.860
N  -0.440  -1.810  2.425
H  2.483  1.112  -3.191
H  1.990  1.009  -1.496
H  0.934  0.381  -2.775
H  3.605  -0.787  -4.225
H  4.493  -3.102  -4.010
H  3.933  -4.415  -1.981
H  4.043  -4.958  0.056
H  3.331  -6.095  2.137
H  1.352  -5.242  3.363
H  -0.787  -4.951  3.572
H  -2.668  -3.880  4.790
H  -3.060  -1.441  4.480
H  -2.550  0.597  3.355
H  -1.755  0.447  1.795
H  -0.795  0.801  3.234
N  -0.381  2.642  0.531
P  -1.155  1.662  -0.646
C  -2.893  2.132  -0.432
C  -3.804  1.173  0.003
C  -5.136  1.519  0.195
C  -5.558  2.817  -0.043
C  -4.654  3.777  -0.487
C  -3.329  3.434  -0.690
C  -0.733  2.483  -2.216
C  -1.360  2.018  -3.373
C  -1.027  2.552  -4.606
C  -0.063  3.550  -4.698
C  0.567  4.010  -3.552
C  0.235  3.475  -2.313
C  0.727  2.259  1.256
C  1.320  3.159  2.156
C  2.420  2.751  2.870
C  2.927  1.463  2.691
C  2.283  0.650  1.791
N  1.204  1.024  1.081
H  -0.702  3.586  0.689
H  -3.476  0.154  0.176
H  -5.845  0.770  0.523
H  -6.596  3.082  0.106
H  -4.990  4.786  -0.687
H  -2.636  4.175  -1.073
H  -2.105  1.232  -3.313
H  -1.519  2.189  -5.499
H  0.194  3.966  -5.663
H  1.318  4.786  -3.619
H  0.740  3.834  -1.424
H  0.908  4.152  2.275
H  2.891  3.431  3.568
H  3.792  1.110  3.232
H  2.637  -0.361  1.610
O  -2.115  -1.870  -0.121
S  -1.999  -2.103  -1.612
N  -0.716  -1.707  -2.209

Cartesian forces (eV/Å) of the 6 atoms listed first:
-0.11 -0.10 0.01
-0.03 0.03 -0.03
0.01 -0.03 0.05
0.01 0.05 -0.03
0.01 -0.05 0.02
0.00 0.05 -0.04

---

No. 4
Below is a structure of composition C34H30CoN5O2P2S, with properties calculated with ωB97M-V/def2-TZVPD.

Maximum force: 0.46 eV Å⁻¹
Spin multiplicity: 2
HOMO (alpha / beta): -10.2 / -10.2 eV
<S²>: 0.77
LUMO energy (alpha / beta): -3.17 / -2.59 eV
Kohn-Sham gap (alpha / beta): 0.258 / 0.279 Eh
Total charge: +1

Element x y z (Å)
Co  -1.158  -0.085  -0.472
N  0.710  -2.036  -1.407
P  -0.979  -2.089  -1.404
C  -1.531  -3.054  -2.818
C  -1.527  -2.450  -4.078
C  -1.925  -3.168  -5.189
C  -2.341  -4.489  -5.046
C  -2.356  -5.087  -3.796
C  -1.952  -4.371  -2.678
C  -1.520  -2.925  0.115
C  -2.818  -2.638  0.548
C  -3.255  -3.083  1.784
C  -2.399  -3.811  2.597
C  -1.108  -4.095  2.175
C  -0.664  -3.648  0.940
P  0.980  -0.593  -0.547
C  2.217  -0.938  0.720
C  1.830  -1.405  1.977
C  2.796  -1.735  2.915
C  4.143  -1.606  2.602
C  4.531  -1.146  1.351
C  3.573  -0.810  0.410
C  1.733  0.596  -1.665
C  2.044  1.854  -1.144
C  2.554  2.831  -1.980
C  2.749  2.560  -3.331
C  2.429  1.315  -3.850
C  1.913  0.330  -3.017
H  1.364  -2.784  -1.593
H  -1.212  -1.416  -4.182
H  -1.921  -2.704  -6.166
H  -2.660  -5.049  -5.914
H  -2.684  -6.112  -3.689
H  -1.968  -4.830  -1.697
H  -3.491  -2.062  -0.081
H  -4.257  -2.847  2.117
H  -2.737  -4.149  3.567
H  -0.438  -4.658  2.812
H  0.353  -3.853  0.629
H  0.780  -1.479  2.223
H  2.499  -2.084  3.894
H  4.894  -1.858  3.339
H  5.581  -1.048  1.110
H  3.875  -0.437  -0.561
H  1.882  2.066  -0.092
H  2.798  3.807  -1.582
H  3.150  3.327  -3.980
H  2.583  1.108  -4.900
H  1.653  -0.644  -3.412
N  2.482  5.483  4.200
C  1.591  4.516  3.796
C  0.230  4.816  3.655
C  -0.657  3.858  3.209
C  -0.197  2.586  2.899
C  1.150  2.270  3.034
C  2.040  3.225  3.477
S  -1.313  1.383  2.299
O  -0.796  0.074  2.613
O  -2.646  1.732  2.692
N  -1.184  1.452  0.661
C  -2.025  2.182  -0.128
N  -2.490  3.391  0.140
C  -3.251  3.933  -0.804
C  -3.545  3.306  -2.014
C  -3.026  2.041  -2.201
N  -2.282  1.471  -1.259
H  2.104  6.286  4.675
H  3.367  5.172  4.564
H  -0.124  5.809  3.902
H  -1.710  4.080  3.096
H  1.489  1.266  2.808
H  3.089  2.981  3.590
H  -3.643  4.921  -0.589
H  -4.156  3.779  -2.767
H  -3.212  1.464  -3.098

Cartesian forces (eV/Å) of the 6 atoms listed first:
-0.11 0.18 -0.21
0.05 0.03 -0.09
-0.15 -0.36 0.24
0.04 0.27 -0.04
0.06 0.09 0.08
-0.05 -0.13 -0.05

---

No. 5
Below is a structure of composition C34H30I2N5O6S3V at a distorted geometry, with properties calculated with ωB97M-V/def2-TZVPD.

Maximum force: 2.23 eV Å⁻¹
Spin multiplicity: 2
HOMO (alpha / beta): -5.4 / -5.4 eV
<S²>: 0.77
LUMO energy (alpha / beta): 0.91 / 1.33 eV
Kohn-Sham gap (alpha / beta): 0.231 / 0.247 Eh
Total charge: -1

Element x y z (Å)
V  -0.917  -0.147  0.565
I  3.112  -6.462  -1.895
C  1.973  -4.804  -1.339
C  0.651  -4.720  -1.739
C  -0.099  -3.610  -1.371
I  -2.082  -3.473  -1.980
C  0.467  -2.594  -0.612
O  -0.302  -1.545  -0.255
C  1.824  -2.675  -0.224
C  2.456  -1.596  0.588
N  2.221  -0.338  -0.031
C  3.101  -0.201  -1.197
C  2.573  -0.569  -2.571
C  3.516  -0.966  -3.525
C  3.101  -1.290  -4.798
C  1.753  -1.228  -5.084
C  0.895  -0.835  -4.074
N  1.287  -0.495  -2.842
C  2.557  -3.791  -0.593
H  0.197  -5.501  -2.330
H  3.539  -1.794  0.666
H  2.044  -1.622  1.603
H  2.243  0.461  0.581
H  3.988  -0.840  -1.054
H  3.445  0.830  -1.248
H  4.561  -1.033  -3.251
H  3.815  -1.607  -5.548
H  1.365  -1.479  -6.060
H  -0.164  -0.796  -4.261
H  3.597  -3.856  -0.304
C  2.151  4.710  0.701
C  1.113  3.605  0.698
O  1.235  2.675  -0.060
C  -0.032  3.692  1.609
C  -0.194  4.838  2.405
C  -1.259  5.002  3.261
C  -2.220  3.999  3.349
C  -2.097  2.858  2.590
C  -1.008  2.683  1.717
O  -1.036  1.523  1.067
H  2.908  4.457  -0.038
H  2.617  4.810  1.681
H  1.705  5.670  0.443
H  0.542  5.625  2.338
H  -1.347  5.902  3.852
H  -3.063  4.108  4.017
H  -2.823  2.057  2.639
C  -1.478  -1.569  5.021
C  -1.670  -1.206  3.571
S  -0.196  -0.758  2.727
C  -2.850  -1.258  2.940
C  -4.137  -1.699  3.575
S  -3.002  -0.867  1.231
H  -0.471  -1.314  5.343
H  -1.619  -2.638  5.184
H  -2.178  -1.036  5.663
H  -4.023  -1.854  4.646
H  -4.482  -2.635  3.131
H  -4.925  -0.962  3.415
O  -6.267  0.194  -6.760
S  -6.465  1.532  -7.277
O  -5.844  1.794  -8.563
O  -7.810  2.059  -7.123
C  -5.503  2.597  -6.150
N  -5.526  3.906  -6.405
C  -4.858  4.685  -5.575
C  -4.148  4.195  -4.487
C  -4.170  2.818  -4.328
N  -4.849  2.024  -5.151
C  -3.449  2.133  -3.228
C  -2.303  2.666  -2.648
C  -1.656  1.958  -1.654
N  -2.090  0.778  -1.211
C  -3.195  0.269  -1.756
C  -3.897  0.902  -2.765
H  -4.887  5.751  -5.781
H  -3.633  4.854  -3.803
H  -1.892  3.607  -2.985
H  -0.746  2.324  -1.206
H  -3.520  -0.689  -1.372
H  -4.770  0.449  -3.209

Cartesian forces (eV/Å) of the 6 atoms listed first:
-1.73 -0.69 0.60
0.01 -0.02 0.00
-0.08 0.00 -0.07
0.05 -0.01 0.01
0.12 -0.13 -0.05
0.04 -0.02 -0.03

---

No. 6
Below is a structure of composition C34H31Br2N2OYb, with properties calculated with ωB97M-V/def2-TZVPD.

Maximum force: 0.66 eV Å⁻¹
Spin multiplicity: 2
HOMO (alpha / beta): -12.6 / -12.6 eV
<S²>: 0.75
LUMO energy (alpha / beta): -6.37 / -6.37 eV
Kohn-Sham gap (alpha / beta): 0.227 / 0.227 Eh
Total charge: +2

Element x y z (Å)
Yb  0.271  -0.431  -0.937
C  -3.975  -0.959  -0.836
C  -2.813  -0.692  -1.745
C  -2.017  -1.743  -2.220
C  -1.008  -1.514  -3.146
C  -0.752  -0.210  -3.590
C  -1.493  0.848  -3.078
C  -2.518  0.601  -2.171
H  -4.907  -0.833  -1.388
H  -4.007  -0.263  0.003
H  -3.960  -1.977  -0.452
H  -2.205  -2.753  -1.877
H  -0.444  -2.353  -3.539
H  -0.007  -0.027  -4.348
H  -1.290  1.861  -3.398
H  -3.097  1.430  -1.787
Br  4.605  -4.455  2.789
C  3.510  -3.327  1.806
C  2.832  -2.286  2.430
C  2.027  -1.479  1.652
N  1.881  -1.654  0.332
C  2.569  -2.633  -0.272
C  3.389  -3.498  0.431
C  2.509  -2.625  -1.759
C  2.958  -3.691  -2.519
C  3.056  -3.533  -3.896
Br  3.651  -4.929  -4.956
C  2.736  -2.304  -4.462
C  2.244  -1.318  -3.631
N  2.080  -1.472  -2.308
H  2.934  -2.104  3.489
H  1.478  -0.656  2.097
H  3.958  -4.264  -0.071
H  3.244  -4.622  -2.054
H  2.859  -2.117  -5.518
H  1.987  -0.352  -4.038
C  -2.469  -2.942  1.822
C  -1.501  -1.817  1.645
C  -1.190  -0.970  2.824
O  -0.948  -1.670  0.544
H  -2.159  -3.559  2.667
H  -2.540  -3.539  0.918
H  -3.444  -2.529  2.089
H  -2.106  -0.735  3.368
H  -0.673  -0.052  2.559
H  -0.580  -1.584  3.493
C  -2.722  4.508  3.594
C  -1.439  3.978  3.640
C  -1.035  3.072  2.673
C  -1.904  2.684  1.653
C  -3.196  3.202  1.633
C  -3.600  4.118  2.594
C  -1.467  1.688  0.645
C  -0.256  1.541  0.085
C  0.929  2.417  0.172
C  2.194  1.817  0.144
C  3.374  2.556  0.117
C  3.297  3.936  0.091
C  2.051  4.559  0.086
C  0.886  3.816  0.124
H  -3.037  5.222  4.342
H  -0.758  4.275  4.425
H  -0.028  2.673  2.701
H  -3.888  2.901  0.855
H  -4.599  4.529  2.564
H  -2.236  0.965  0.376
H  2.306  0.728  0.188
H  4.334  2.060  0.114
H  4.200  4.529  0.065
H  1.994  5.638  0.047
H  -0.072  4.318  0.109

Cartesian forces (eV/Å) of the 6 atoms listed first:
-0.49 -0.31 -0.07
-0.02 0.01 -0.01
0.03 -0.08 0.03
-0.06 -0.03 0.02
0.10 -0.04 -0.13
0.07 -0.01 0.05